The following is a DFT calculation (the ωB97M-V functional and the def2-TZVPD basis) of 2 unconnected molecules or ions with the total composition C11H24N4 in a non-equilibrium geometry.

XYZ file:
```
39
Properties=species:S:1:pos:R:3:forces:R:3
C -0.116 3.894 -0.744 -0.6777 -1.6554 1.2859
C 0.223 2.502 -0.703 2.1955 -2.5035 -1.7727
C -1.365 2.971 0.837 1.1621 -1.0793 -3.0666
C 2.364 -2.695 1.105 -1.0057 1.7067 1.1952
C 3.995 -0.540 0.984 0.5718 -4.4080 4.8263
C -2.087 0.182 -2.291 1.4004 4.5411 1.7435
C -3.013 -1.187 -0.388 -2.2936 4.3059 -1.0992
C 0.380 -0.403 -0.005 -4.2955 -0.2043 1.2155
C -0.758 0.554 0.428 3.7332 0.3288 -3.5596
C 2.751 -1.256 0.562 -1.6245 -2.3747 -0.3026
C -2.815 0.182 -0.965 3.3139 0.0361 -2.0294
N -1.024 4.136 0.126 -0.4977 1.6325 0.0466
N -0.556 1.864 0.121 -0.8104 0.0239 1.1649
N -3.426 1.273 -0.617 -1.0135 -1.4160 1.1927
N 1.504 -0.364 1.015 2.3557 -0.6246 -5.2489
H 0.367 4.495 -1.458 0.1311 1.4808 -0.4301
H 1.020 1.920 -1.288 -1.3569 1.2889 0.8076
H -0.945 2.871 1.777 0.2997 0.5582 2.3168
H 2.391 -2.858 2.197 1.0944 0.2270 -0.3505
H 1.313 -3.020 0.965 0.3399 0.7008 -0.8323
H 2.954 -3.314 0.513 1.1467 -1.7037 -0.2869
H 3.882 -0.120 2.043 0.3233 -0.4171 -1.3839
H 4.272 0.147 0.322 1.1305 3.0610 -2.6340
H 4.862 -1.332 1.062 -1.5884 1.5477 -0.1738
H -2.753 -0.044 -3.000 -2.8811 -0.7442 -2.9691
H -1.325 -0.466 -2.445 2.0854 -2.8052 0.4380
H -1.525 1.132 -2.671 -1.6058 -0.8370 1.1484
H -2.314 -1.813 -0.741 2.1374 -2.4365 -1.3148
H -3.000 -1.074 0.624 -0.4302 -0.3875 2.9621
H -3.999 -1.285 -0.792 -0.9635 -1.4635 0.0790
H 0.544 -0.186 -1.092 1.2505 -0.3562 1.2948
H -0.180 -1.390 0.056 1.5229 0.7280 -0.0794
H -1.351 0.308 1.202 -1.8200 -0.4282 2.6661
H 2.837 -1.490 -0.552 -0.9249 1.2658 1.1552
H -3.416 2.107 -1.193 -0.2172 -0.0057 0.2284
H -2.372 2.620 0.749 -0.7439 0.5241 0.3864
H -3.973 1.147 0.244 -0.2000 1.0298 -0.7149
H 1.928 0.536 1.004 -0.0783 1.3623 0.3507
H 1.360 -0.654 1.937 -1.1657 -0.4989 1.7445
```
Forces are in eV/Å.

As for the gap between HOMO and LUMO (alpha / beta): 7.6 / 7.6 eV. The charge is +2. For the energy relative to the best compared isomer or geometry (same formula, charge and spin), the calculation gives 53.9 kcal/mol. The spin multiplicity is 1.

The following is a DFT calculation (the ωB97M-V functional and the def2-TZVPD basis) of 5 unconnected molecules or ions with the total composition C11H24N9O6 in a non-equilibrium geometry.

XYZ file:
```
50
Properties=species:S:1:pos:R:3:forces:R:3
C 8.064 -0.385 -0.395 -0.9162 -2.2464 0.8909
O 7.703 1.040 -0.252 -2.5868 -0.5590 2.8319
C 6.674 1.216 0.818 1.4689 3.5252 3.9678
O 6.846 2.026 1.889 -1.3487 -5.8398 -7.9124
C 5.240 0.386 0.606 -3.4015 -2.1757 -0.7688
C 5.109 -1.216 1.066 -2.5965 2.0286 -1.7350
C 3.720 -2.059 0.819 2.0460 4.3708 -0.6757
N 2.546 -1.339 0.166 3.9340 1.8817 1.0067
C 2.584 0.143 -0.259 3.2308 -1.1151 1.2077
C 3.922 1.073 -0.086 -0.1380 -4.0311 1.2777
H 8.148 -0.809 0.718 0.3942 0.7095 -2.5408
H 7.198 -1.032 -0.898 1.7059 1.6256 0.8545
H 9.032 -0.584 -1.025 -1.8506 1.0769 1.4342
H 6.103 -1.666 1.541 -2.7374 0.7197 -1.0790
H 3.709 -3.200 1.139 -0.4833 2.7528 -0.9431
H 1.676 -1.924 0.017 1.0164 1.2753 -0.2227
H 1.606 0.551 -0.757 2.0109 -1.1562 1.0838
H 3.910 2.205 -0.463 -0.0180 -2.9009 0.9850
C -0.857 -0.983 -2.427 -1.3155 -0.1473 0.0916
O 0.174 -1.381 -1.909 1.3317 -0.1318 0.7482
N -0.868 -0.089 -3.432 0.7290 1.0316 -0.8337
N -2.075 -1.403 -2.040 -0.1544 -0.5591 0.5062
H -1.707 0.251 -3.872 0.0265 -0.1464 0.0548
H 0.028 0.253 -3.754 -0.3637 -0.2134 -0.0438
H -2.112 -2.076 -1.286 -0.1758 0.2365 -0.3290
H -2.936 -1.086 -2.454 0.0087 -0.0015 0.1579
C -2.577 3.003 -1.314 -0.7087 0.1231 0.4548
O -3.381 2.088 -1.393 -0.0095 -0.4441 -0.0909
N -2.757 4.062 -0.505 -0.4341 0.5606 0.6327
N -1.438 3.033 -2.029 1.4404 -0.4985 -1.0797
H -2.106 4.825 -0.426 -0.1494 -0.1471 -0.0386
H -3.602 4.078 0.051 0.1492 0.0357 0.1442
H -1.263 2.255 -2.651 -0.0375 0.3148 0.2689
H -0.763 3.778 -1.978 -0.2141 -0.0691 -0.0393
C -4.607 -4.027 -0.225 -0.4189 0.4255 -0.5738
O -5.092 -3.174 -0.953 0.1604 0.1286 -0.0451
N -4.257 -5.248 -0.669 0.3277 -1.1107 -0.8770
N -4.380 -3.821 1.084 0.2475 0.7287 1.4225
H -3.857 -5.963 -0.085 -0.1265 0.1164 -0.1087
H -4.412 -5.443 -1.649 0.0274 0.0260 0.3834
H -4.629 -2.915 1.459 0.0192 -0.3890 -0.1128
H -3.982 -4.511 1.699 -0.1399 0.1015 -0.1106
C -3.997 2.869 2.956 -0.2500 0.3941 -0.3217
O -4.481 3.722 2.229 0.0361 0.1763 -0.1954
N -3.647 1.648 2.513 0.2892 -1.1596 -0.9135
N -3.770 3.075 4.266 0.0905 0.6871 1.2790
H -3.247 0.933 3.097 -0.1202 0.1840 -0.0840
H -3.802 1.452 1.533 0.0344 0.0348 0.2172
H -4.019 3.981 4.640 0.0860 -0.3664 -0.1022
H -3.371 2.385 4.881 -0.1153 0.1370 -0.1247
```
Forces are in eV/Å.

As for the gap between HOMO and LUMO: 6.3 eV. The charge is +1. For the energy relative to the best compared isomer or geometry (same formula, charge and spin), the calculation gives 119.5 kcal/mol. The spin multiplicity is 1.

The following is a DFT calculation (the ωB97M-V functional and the def2-TZVPD basis) of 5 unconnected molecules or ions with the total composition C11H24O9 in a non-equilibrium geometry.

XYZ file:
```
44
Properties=species:S:1:pos:R:3:forces:R:3
C -0.003 0.890 -1.314 -0.6266 -0.4618 0.2990
O -1.297 0.398 -0.858 0.8851 0.4719 -1.1436
H 0.825 0.400 -0.802 -0.0616 -0.1176 0.2070
H 0.115 0.662 -2.373 -0.3601 -0.0728 0.0910
H 0.107 1.966 -1.179 -0.1720 0.1058 0.0624
H -1.329 0.478 0.099 0.2257 0.0354 0.3005
C 0.307 1.651 -5.088 0.1012 0.4543 0.1688
O 0.290 2.880 -5.838 -0.1242 -0.8207 0.0193
H 0.734 0.857 -5.700 0.1479 -0.1289 0.2328
H 0.906 1.824 -4.194 0.0973 -0.1347 -0.1195
H -0.688 1.343 -4.767 -0.0723 0.0451 -0.0698
H 0.186 2.554 -6.734 -0.0760 0.5812 -0.2563
C -3.345 0.460 -4.468 0.6797 0.9701 1.6393
O -2.641 -0.328 -3.494 -0.2185 -0.4893 -1.0473
H -4.260 0.811 -3.991 -0.6244 -0.3664 -0.6041
H -2.779 1.386 -4.573 0.1049 0.1775 -0.6452
H -3.459 -0.017 -5.441 -0.0698 -0.2845 0.4385
H -2.601 0.185 -2.683 0.1772 -0.0171 0.3227
C -0.953 -2.869 0.934 0.3973 -0.2997 -0.4435
C 0.537 -3.098 1.183 -1.2307 0.4336 0.1258
C 0.911 -4.427 1.855 0.4882 1.2774 -0.2619
O 1.689 -5.084 0.862 -0.1317 -1.4938 0.3491
C 1.957 -4.278 -0.173 -1.4013 0.6804 1.4321
O 2.729 -4.475 -1.024 1.2749 -0.6090 -1.5185
O 1.189 -3.188 -0.066 0.3207 1.2913 -0.6009
H -1.145 -1.899 0.475 0.1976 0.0794 0.2255
H -1.513 -2.951 1.866 -0.0913 -0.0606 -0.0850
H -1.268 -3.592 0.182 -0.3154 -0.2938 0.2550
H 0.872 -2.237 1.761 0.5634 0.0097 -0.1604
H -0.021 -4.912 2.145 0.5208 -0.6889 0.0569
H 1.637 -4.226 2.643 -0.6107 -0.3001 0.5724
C 1.447 2.210 5.527 0.1966 -0.0236 -0.6658
C 0.707 2.432 4.174 -0.0021 1.8924 2.4586
C 1.398 2.927 2.931 1.6108 -0.7955 1.6839
O 0.826 2.109 1.956 -1.4502 -0.6772 -2.1509
C -0.050 1.180 2.502 -0.6155 -1.9876 -4.0515
O -0.736 0.317 1.898 2.5530 3.3867 1.7672
O 0.046 1.278 3.760 -1.0408 -1.3418 3.0859
H 0.713 1.930 6.283 0.0442 -0.0295 -0.0801
H 1.971 3.096 5.885 -0.4202 0.4361 -0.2559
H 2.256 1.480 5.531 -0.2694 -0.4290 -0.4714
H -0.046 3.188 4.399 -0.4678 -0.1708 0.2002
H 2.448 2.678 3.082 0.3385 -0.0027 -0.7219
H 1.333 4.010 2.827 -0.4723 -0.2310 -0.6407
```
Forces are in eV/Å.

As for the gap between HOMO and LUMO: 9.9 eV. The charge is 0. For the energy relative to the best compared isomer or geometry (same formula, charge and spin), the calculation gives 35.8 kcal/mol. The spin multiplicity is 1. Its structure (SMILES) is C[C@H]1COC(=O)O1.C[C@H]1COC(=O)O1.CO.CO.CO.

The following is a DFT calculation (the ωB97M-V functional and the def2-TZVPD basis) of a molecular structure, C11H25AsOPdS4 in a non-equilibrium geometry.

XYZ file:
```
43
Properties=species:S:1:pos:R:3:forces:R:3
Pd -0.187 0.215 -0.080 0.4406 -0.7186 0.0699
C -1.792 0.732 2.689 -0.2117 -0.0164 0.2360
C -2.962 0.323 1.821 0.0418 -0.0894 0.0898
S -2.641 0.347 0.021 0.4347 -0.3441 -0.1449
C -2.990 2.054 -0.509 0.0978 0.0387 -0.1470
C -1.911 3.068 -0.206 -0.1755 0.2108 -0.0631
S -0.315 2.494 -0.864 0.0074 -1.0921 1.0598
C 0.873 3.269 0.277 0.0801 0.2945 -0.0958
C 2.211 2.577 0.184 0.0223 0.0734 -0.1235
S 2.168 0.758 0.345 -0.4766 -0.3306 -0.2079
C 2.278 0.409 2.130 -0.0034 -0.0827 0.0865
C 1.025 0.684 2.934 0.1557 0.0124 0.2331
S -0.358 -0.311 2.306 0.0647 0.9220 -1.1095
H -2.041 0.577 3.745 0.0553 -0.0583 0.0674
H -1.509 1.774 2.562 0.0598 0.0320 0.0025
H -3.816 0.975 2.017 -0.0626 -0.0152 -0.0734
H -3.283 -0.700 2.028 -0.0333 -0.0267 -0.0141
H -3.931 2.356 -0.042 -0.0664 -0.0640 -0.0040
H -3.176 1.967 -1.581 -0.0352 -0.0086 -0.0457
H -1.800 3.287 0.855 0.0436 -0.0230 0.0195
H -2.149 4.006 -0.722 0.1066 0.0451 -0.0092
H 0.445 3.250 1.277 -0.0527 0.0059 0.0398
H 0.981 4.316 -0.030 -0.0824 0.0318 -0.0165
H 2.886 2.973 0.948 0.0817 -0.0737 0.0051
H 2.687 2.745 -0.784 0.0344 0.0012 -0.0232
H 3.112 0.998 2.527 0.0310 -0.0147 -0.0748
H 2.576 -0.640 2.181 0.0248 -0.0051 0.0082
H 0.738 1.735 2.940 -0.0456 -0.0099 -0.0040
H 1.189 0.378 3.975 -0.0686 -0.0466 0.0200
C 2.664 -3.131 -2.077 -0.1203 0.2458 -0.0913
As 0.758 -2.953 -2.072 -0.1788 -1.4418 0.4862
C -0.003 -2.551 -3.791 0.0192 0.3979 0.1871
C -0.065 -4.593 -1.440 0.4234 0.5930 -0.2847
O 0.277 -1.714 -0.917 -0.5559 1.9865 -0.1530
H 2.882 -4.058 -2.610 0.0120 -0.0333 -0.0085
H 3.031 -3.197 -1.057 -0.0065 -0.0628 0.0644
H 3.120 -2.295 -2.604 0.0435 0.0284 -0.0289
H 0.530 -3.167 -4.519 0.0629 -0.0482 0.0409
H 0.132 -1.498 -4.026 0.0310 0.0265 -0.1105
H -1.056 -2.817 -3.767 -0.0637 -0.0207 -0.0005
H 0.291 -5.349 -2.143 -0.1234 -0.1698 0.1071
H -1.145 -4.488 -1.490 -0.0476 -0.0493 -0.0229
H 0.275 -4.805 -0.431 0.0359 -0.1005 0.0334
```
Forces are in eV/Å.

As for the gap between HOMO and LUMO (alpha / beta): 5.0 / 4.8 eV. The charge is +4. The spin multiplicity is 1.

The following is a DFT calculation (the ωB97M-V functional and the def2-TZVPD basis) of 3 unconnected molecules or ions with the total composition C11H25BClFO7PS2 in a non-equilibrium geometry.

XYZ file:
```
49
Properties=species:S:1:pos:R:3:forces:R:3
C 5.655 -2.314 -0.638 -5.5356 1.8942 1.5366
C 4.380 -1.950 -0.559 7.1954 -1.0340 -0.2074
B 2.882 -1.250 -0.389 0.0435 -1.8761 -1.6431
C 1.794 -1.970 -1.394 -1.5385 -1.2264 0.2849
C 0.362 -2.025 -0.610 -0.4578 0.0043 -0.6416
C -0.461 -0.645 -0.753 0.1516 -0.7978 0.5390
F -1.858 -1.022 -1.078 1.4668 0.7360 0.3313
P 3.056 0.654 -0.630 1.0274 1.8887 1.4871
O 1.803 1.470 0.295 1.4419 -0.3696 0.0643
Cl 2.703 1.208 -2.660 -0.5297 -0.3004 0.3979
H 6.739 -2.512 -0.288 -2.5569 0.2915 -1.0519
H 2.539 -1.433 0.746 0.1197 0.2992 0.3648
H 1.643 -1.429 -2.399 0.1947 -0.8713 1.3755
H 2.073 -3.080 -1.619 -0.3725 1.9146 0.2972
H 0.499 -2.276 0.509 -0.0626 0.4938 -1.7965
H -0.318 -2.874 -1.034 1.0308 1.5975 0.5398
H -0.072 0.043 -1.583 -0.6650 -1.1543 1.0819
H -0.500 -0.067 0.235 -0.0189 -0.8054 -1.5465
H 2.339 1.930 1.006 -0.9112 -0.6749 -1.2928
O -4.904 -2.980 -5.751 -0.1735 0.7003 -0.0220
S -5.643 -1.841 -5.270 0.0846 0.2104 0.9409
O -5.625 -0.575 -5.959 0.1309 -0.7764 0.0437
O -5.277 -1.593 -3.714 -1.0293 -0.4331 -1.0456
C -3.903 -1.452 -3.348 1.2422 0.3753 0.3810
C -3.377 -0.070 -3.684 0.0430 0.1708 -0.3610
C -7.331 -2.321 -5.024 -0.0547 -0.0135 0.1338
H -3.294 -2.231 -3.816 -0.2077 0.0115 -0.0527
H -3.845 -1.604 -2.268 -0.2817 -0.0823 -0.1983
H -3.330 0.080 -4.766 -0.0079 -0.0251 0.0759
H -2.373 0.069 -3.279 -0.1568 -0.1189 0.0697
H -4.036 0.704 -3.279 0.0759 -0.1065 0.0689
H -7.353 -3.251 -4.456 0.0597 0.1061 -0.0425
H -7.785 -2.468 -6.004 0.1718 0.0513 0.0277
H -7.849 -1.525 -4.489 0.1082 -0.0511 -0.0512
O 0.979 1.679 4.544 0.7190 0.3548 -0.1310
S 1.887 2.780 4.359 0.0462 0.2259 0.0506
O 2.869 2.792 3.302 -0.6409 -0.2820 0.5910
O 2.631 3.093 5.765 -0.6706 0.3324 -0.6330
C 3.309 2.028 6.426 0.6638 -0.7429 0.3277
C 4.654 1.741 5.786 0.0622 -0.0742 -0.3476
C 0.948 4.280 4.268 0.0458 0.1086 0.1534
H 2.685 1.129 6.456 -0.0754 0.1474 -0.1308
H 3.465 2.346 7.461 -0.2497 0.2259 -0.1726
H 4.531 1.328 4.782 0.0165 0.0160 0.1060
H 5.219 1.019 6.382 -0.0850 0.0675 0.0267
H 5.240 2.659 5.689 -0.0604 -0.0741 0.1033
H 0.240 4.303 5.095 0.0971 -0.0517 -0.0619
H 0.415 4.284 3.316 0.1280 -0.1612 0.0427
H 1.632 5.127 4.316 -0.0242 -0.1207 -0.0133
```
Forces are in eV/Å.

As for the gap between HOMO and LUMO: 6.1 eV. The charge is -1. The spin multiplicity is 1.